[1]
A cluster of 2 separate species, C3H9NO2 in total at a distorted geometry. Source: the Open Molecules 2025 dataset; level of theory: ωB97M-V/def2-TZVPD.

SMILES: NC=O.CCO
HOMO level: -9.80 eV
net charge: 0
E: -8842.006 eV
frontier orbital gap: 10.64 eV
energy relative to the best compared isomer or geometry (same formula, charge and spin): 21.9 kcal/mol
spin multiplicity: 1

XYZ file:
```
15
Properties=species:S:1:pos:R:3:forces:R:3
N 1.6974 -2.0957 -0.2576 0.1 0.1 0.0
C 1.6496 -0.7931 0.1031 0.3 -0.5 -0.1
O 1.6888 0.1245 -0.6937 -0.1 -0.2 0.2
H 1.8555 -2.3221 -1.2249 0.0 0.0 0.0
H 1.7238 -2.8277 0.4297 0.0 0.0 0.0
H 1.5800 -0.6823 1.1954 -0.1 0.3 0.0
C -2.4959 0.1540 -0.1097 0.5 -0.5 0.1
C -1.7968 1.4331 0.3347 -1.1 0.0 -0.5
O -0.4570 1.2108 0.6530 0.3 0.0 0.4
H -1.9605 -0.2591 -0.9709 0.0 0.0 0.0
H -3.5391 0.2411 -0.4083 0.0 0.4 0.1
H -2.4299 -0.5819 0.6946 -0.1 -0.1 0.0
H -1.9337 2.1787 -0.4613 0.3 0.1 0.1
H -2.2920 1.8321 1.2211 0.2 0.0 0.1
H 0.0238 0.7785 -0.0694 -0.1 0.5 0.0
```
Forces are in eV/Å.

---

[2]
A cluster of 2 separate species, C3H9NO2 in total at a distorted geometry. Source: the Open Molecules 2025 dataset; level of theory: ωB97M-V/def2-TZVPD.

SMILES: CCC(N)=O.O
HOMO level: -9.37 eV
net charge: 0
E: -8842.441 eV
frontier orbital gap: 10.07 eV
energy relative to the best compared isomer or geometry (same formula, charge and spin): 11.9 kcal/mol
spin multiplicity: 1

XYZ file:
```
15
Properties=species:S:1:pos:R:3:forces:R:3
C 0.0550 0.7809 -0.8835 -1.4 -0.9 0.5
C -0.3534 -0.2685 0.1711 0.6 -0.9 -0.4
C 0.0154 -1.7034 -0.2216 0.4 0.1 0.1
N -0.3551 -2.1017 -1.4748 -0.2 0.1 -0.3
O 0.5812 -2.4720 0.5293 -0.1 0.0 0.1
H 1.1080 0.8739 -1.1178 0.1 -0.1 0.2
H -0.3791 1.7054 -0.5649 0.2 0.8 0.1
H -0.5260 0.4917 -1.7510 0.3 0.3 -0.7
H 0.0554 -0.0880 1.1615 0.1 0.0 -0.1
H -1.4404 -0.3464 0.2538 -0.1 0.5 0.0
H -0.8143 -1.4994 -2.1324 0.0 0.1 0.1
H -0.2637 -3.0646 -1.7461 0.2 0.0 0.2
O 0.7596 2.2667 2.3240 0.3 0.4 0.2
H 1.4818 2.8887 2.5070 -0.2 -0.3 -0.2
H 0.0757 2.5366 2.9454 -0.1 -0.1 0.0
```
Forces are in eV/Å.